i) Below is an isolated molecule of CH3N4P, with properties calculated with ωB97M-V/def2-TZVPD.

Atoms and positions in Å:
C: -0.500 0.952 0.848
N: -1.762 0.783 0.626
N: -2.057 -0.325 -0.066
N: -1.079 -1.014 -0.410
N: 1.350 -0.343 -0.934
P: 0.335 -0.615 0.299
H: -0.090 1.640 1.480
H: 2.217 0.061 -0.391
H: 1.585 -1.139 -1.452

Computed properties:
M (g/mol): 102.0
Frontier orbital gap (Ha): 0.303
Highest occupied orbital energy (eV): -9.15
SMILES: NP1=CN=NN=1
LUMO level (eV): -0.904

These are the natural (NBO) partial charges, in e, on atoms 1 to 4: C -0.2105; N -0.2751; N 0.0130; N -0.5059

=====

ii) Below is a structure of composition CH3N4P, with properties calculated with ωB97M-V/def2-TZVPD.

Atoms and positions in Å:
C: 0.506 -0.944 1.178
N: 1.682 -0.394 1.306
N: 1.802 0.623 0.470
N: 0.834 1.079 -0.175
N: -1.247 0.174 -1.291
P: -0.526 0.191 0.208
H: 0.051 -1.570 1.878
H: -2.211 0.523 -1.306
H: -0.891 0.318 -2.267

Computed properties:
M (g/mol): 102.0
Frontier orbital gap (Ha): 0.303
Highest occupied orbital energy (eV): -9.25
LUMO level (eV): -0.994

These are the natural (NBO) partial charges, in e, on atoms 1 to 4: C -0.2564; N -0.2424; N -0.0320; N -0.4847

=====

Going by the energies, ii) is most stable and the next is 14.4 kJ/mol up.

=====

i) Below is a cluster of 2 separate species, C2H2BrClO in total, with properties calculated with ωB97M-V/def2-TZVPD.

Atoms and positions in Å:
C: 1.182 0.339 -0.663
C: -0.711 -0.332 0.596
O: 2.027 -0.457 -0.785
Cl: -1.072 -1.998 0.297
Br: -1.901 1.027 -0.044
H: 0.909 1.415 -1.082
H: -0.434 0.006 1.681

Computed properties:
M (g/mol): 157.4
Frontier orbital gap (spin up / spin down) (Ha): 0.312 / 0.312
Highest occupied orbital energy (spin up / spin down) (eV): -8.40 / -8.40
LUMO level (spin up / spin down) (eV): 0.077 / 0.078

These are the natural (NBO) partial charges, in e, on atoms 1 to 4: C 0.5001; C -0.5279; O -0.4495; Cl 0.0384

=====

ii) Below is a structure of composition C2H2BrClO, with properties calculated with ωB97M-V/def2-TZVPD.

Atoms and positions in Å:
C: 0.322 -0.015 1.006
C: -0.012 0.029 -0.924
O: 1.407 0.242 1.435
Cl: -0.960 -0.528 2.032
Br: -1.821 0.671 -1.175
H: 0.826 0.635 -1.245
H: 0.237 -1.034 -1.128

Computed properties:
M (g/mol): 157.4
Frontier orbital gap (Ha): 0.382
Highest occupied orbital energy (eV): -9.90
LUMO level (eV): 0.494

These are the natural (NBO) partial charges, in e, on atoms 1 to 4: C 0.4970; C -0.5157; O -0.5099; Cl -0.0026

=====

Going by the energies, ii) is most stable and the next is 183.5 kJ/mol up.

=====

i) Below is an isolated molecule of C3H5N2P5, with properties calculated with ωB97M-V/def2-TZVPD.

Atoms and positions in Å:
C: -1.667 0.656 -0.215
C: -1.839 1.752 0.603
C: 2.075 -0.984 0.373
N: -0.389 0.160 -0.204
N: -0.694 2.348 0.932
P: 0.300 -1.347 -0.570
P: 0.407 -1.314 -2.739
P: 1.921 0.213 1.699
P: -1.351 -1.863 -3.426
P: 0.651 1.496 0.288
H: -2.457 0.044 -0.575
H: -2.837 2.129 0.880
H: 2.783 -0.835 -0.388
H: 2.357 -1.930 0.859
H: 0.738 -0.525 2.482

Computed properties:
M (g/mol): 224.0
Frontier orbital gap (spin up / spin down) (Ha): 0.247 / 0.185
Highest occupied orbital energy (spin up / spin down) (eV): -8.00 / -6.92
LUMO level (spin up / spin down) (eV): -1.275 / -1.888

These are the natural (NBO) partial charges, in e, on atoms 1 to 4: C -0.0632; C -0.0084; C -0.9978; N -0.9785

=====

ii) Below is a structure of composition C3H5N2P5, with properties calculated with ωB97M-V/def2-TZVPD.

Atoms and positions in Å:
C: 3.033 -0.318 -0.515
C: 2.441 0.918 -0.131
C: -1.770 1.239 -0.779
N: 2.255 -1.389 -0.285
N: 1.176 0.838 0.302
P: -3.215 1.489 -0.097
P: -3.912 -0.543 -0.077
P: -2.117 -1.790 0.438
P: -0.721 -1.085 -1.037
P: 0.865 -0.757 0.460
H: 3.926 -0.309 -0.974
H: 3.023 1.770 -0.032
H: -1.221 1.670 -1.588
H: -4.527 -0.774 1.137
H: -1.547 -1.094 1.471

Computed properties:
M (g/mol): 224.0
Frontier orbital gap (Ha): 0.277
Highest occupied orbital energy (eV): -8.59
LUMO level (eV): -1.064

These are the natural (NBO) partial charges, in e, on atoms 1 to 4: C -0.0029; C -0.0091; C -0.7205; N -0.6884

=====

Going by the energies, i) is most stable and the next is 53.1 kJ/mol up.